Run 1
# CH11NO3

A structure of composition CH11NO3 (ωB97M-V with the def2-TZVPD basis set, OMol25).

XYZ file:
```
16
Properties=species:S:1:pos:R:3:lowdin_charge:R:1
C -2.240 -0.434 -1.436 -0.091
N -1.030 -1.282 -1.169 0.132
H -2.922 -0.690 -0.643 0.079
H -2.714 -0.573 -2.408 0.091
H -2.029 0.588 -1.250 0.086
H 3.958 1.693 1.651 0.026
H -0.365 -1.459 -1.995 0.120
H 0.719 -0.725 1.504 -0.068
H -0.028 1.251 2.285 0.013
O 0.709 0.716 1.928 -0.251
H 0.853 1.013 0.256 0.030
H 0.418 0.187 -0.982 -0.078
O 0.775 1.021 -0.783 -0.063
H 3.147 1.706 1.802 0.005
H 0.015 -1.501 0.290 -0.030
O 0.734 -1.509 0.949 0.000
```

Charge ... 0

Run 2
# CH11NO3

A cluster of 4 separate species, CH11NO3 in total (ωB97M-V with the def2-TZVPD basis set, OMol25).

XYZ file:
```
16
Properties=species:S:1:pos:R:3:lowdin_charge:R:1
C 0.912 -1.099 0.410 -0.240
N 1.073 -2.168 -0.499 -0.091
H -0.142 -0.927 0.759 0.074
H 1.233 -0.145 0.041 0.053
H 1.484 -1.336 1.386 0.101
H 1.642 -1.848 -1.287 0.069
H 1.943 -2.643 -0.102 0.102
H -1.929 1.587 -1.471 0.074
H -2.586 2.988 -1.457 0.011
O -1.982 2.468 -1.972 -0.085
H 0.673 4.016 2.224 0.051
H 1.046 5.117 1.642 0.004
O 1.303 4.733 2.457 -0.054
H -0.965 -3.137 -0.801 -0.022
H -2.142 -3.925 -1.036 0.036
O -1.563 -3.683 -0.295 -0.081
```

SMILES ... CN.O.O.O
Charge ... 0

The structure with the greatest stability is run 2.

Run 1
# C2H5NP2

The molecule C2H5NP2 (ωB97M-V with the def2-TZVPD basis set, OMol25).

XYZ file:
```
10
Properties=species:S:1:pos:R:3:lowdin_charge:R:1
C 1.350 0.618 -0.227 -0.439
C 0.182 -0.078 -0.632 -0.890
N 2.140 1.353 0.140 0.146
P -0.029 -1.879 -0.086 0.769
P -1.270 1.002 -0.141 0.811
H 0.396 -0.138 -1.743 0.083
H 0.042 -1.749 1.315 -0.115
H -1.414 -1.908 0.240 -0.124
H -0.898 0.694 1.151 -0.102
H -0.499 2.084 -0.018 -0.139
```

SMILES ... N#CC(P)P
Charge ... 0

Run 2
# C2H5NP2

A structure of composition C2H5NP2 (ωB97M-V with the def2-TZVPD basis set, OMol25).

XYZ file:
```
10
Properties=species:S:1:pos:R:3:lowdin_charge:R:1
C 1.136 0.017 -1.694 -0.415
C 0.488 0.715 1.284 -0.449
N 1.682 0.523 -2.566 -0.019
P -1.572 -0.577 -0.621 0.464
P 0.405 -0.875 0.307 0.622
H -0.369 1.001 2.029 0.072
H 0.632 1.430 0.459 0.006
H 1.420 0.585 1.936 0.035
H -2.394 -1.157 0.376 -0.163
H -1.428 -1.661 -1.510 -0.153
```

Charge ... 0

The structure with the greatest stability is run 1.

Run 1
# C2H5NP2

The molecule C2H5NP2 (ωB97M-V with the def2-TZVPD basis set, OMol25).

XYZ file:
```
10
Properties=species:S:1:pos:R:3:lowdin_charge:R:1
C -1.686 -0.194 0.698 -0.168
C 1.359 -0.071 -1.138 -0.659
N -1.061 -0.941 -0.149 -0.334
P 0.573 -1.240 0.055 0.587
P 1.425 0.684 0.616 0.564
H -2.758 -0.125 0.705 0.053
H -1.241 0.324 1.559 0.029
H 2.346 -0.492 -1.427 0.012
H 0.673 0.398 -1.896 0.042
H 0.369 1.658 0.976 -0.126
```

SMILES ... C=NP1#[PH]C1
Charge ... 0

Run 2
# C2H5NP2

The molecule C2H5NP2 (ωB97M-V with the def2-TZVPD basis set, OMol25).

XYZ file:
```
10
Properties=species:S:1:pos:R:3:lowdin_charge:R:1
C -0.355 -1.386 -0.138 -0.540
C 0.054 1.267 0.022 -0.572
N 0.894 -1.270 0.038 -0.361
P -1.513 0.057 0.015 0.836
P 1.655 0.233 0.075 0.784
H -0.968 -2.319 -0.032 0.060
H -0.090 1.912 -0.769 -0.027
H 0.097 1.868 0.832 -0.051
H -1.571 -0.445 1.335 -0.081
H 1.797 0.084 -1.379 -0.048
```

SMILES ... C1=NPCP1
Charge ... 0

The structure with the greatest stability is run 2.

Run 1
# C2HClO2

The molecule C2HClO2 (ωB97M-V with the def2-TZVPD basis set, OMol25).

XYZ file:
```
6
Properties=species:S:1:pos:R:3:lowdin_charge:R:1
C -0.862 0.176 -0.253 -0.207
C 0.740 -0.137 0.219 -0.795
O 1.201 0.439 1.122 0.053
O -1.591 -0.127 -1.129 0.096
Cl 1.656 -1.371 -0.595 0.685
H -1.144 1.021 0.636 0.168
```

SMILES ... O=CC(=O)Cl
Charge ... 0

Run 2
# C2HClO2

The molecule C2HClO2 (ωB97M-V with the def2-TZVPD basis set, OMol25).

XYZ file:
```
6
Properties=species:S:1:pos:R:3:lowdin_charge:R:1
C -0.676 -0.465 0.219 -0.274
C 0.561 0.313 0.173 -0.553
O -0.610 -1.495 -0.401 0.086
O 0.216 1.962 -0.372 -0.238
Cl 2.004 -0.264 -0.237 0.888
H -1.495 -0.051 0.617 0.090
```

SMILES ... O=CC(=O)Cl
Charge ... 0

The structure with the greatest stability is run 1.